DFT (the ωB97M-V functional and the def2-TZVPD basis) results for 4 unconnected molecules or ions with the total composition C29H33N2O8.

Element x y z (Å)
1 C 0.5389 1.5155 4.0015
2 C 0.9021 1.0689 2.4668
3 C 2.1335 2.0798 1.9578
4 C 1.5953 -0.4464 2.5048
5 C 0.5703 -1.6530 2.0895
6 N 0.8511 -2.8052 3.0775
7 C 0.7824 -2.2812 0.5946
8 C 1.5556 -1.3158 -0.4772
9 O 0.9991 -0.5467 -1.4159
10 C -0.9793 -1.1871 2.3878
11 C -1.3888 0.2737 1.7673
12 C -2.5542 0.9096 2.7349
13 C -2.1444 -0.0486 0.3104
14 N -0.2281 1.1964 1.4722
15 O -0.6349 2.5041 1.4073
16 H -0.2107 2.4196 4.0897
17 H 1.5577 1.9029 4.4869
18 H 0.1838 0.6024 4.6835
19 H 3.1431 1.6424 2.4212
20 H 2.2812 2.0199 0.7804
21 H 2.0268 3.1715 2.3651
22 H 2.6213 -0.4397 1.9423
23 H 1.8617 -0.6202 3.6556
24 H 0.4230 -2.4755 3.9729
25 H 1.8840 -2.8690 3.2729
26 H -0.3028 -2.5888 0.2032
27 H 1.4014 -3.2744 0.7060
28 H 2.7486 -1.3434 -0.4487
29 H -1.6706 -1.9915 1.8413
30 H -1.2926 -1.2109 3.5150
31 H -3.0294 1.9166 2.3197
32 H -2.2435 1.0107 3.8702
33 H -3.4522 0.1235 2.7275
34 H -2.9965 -0.8539 0.5361
35 H -2.5876 0.9580 -0.1267
36 H -1.4333 -0.5500 -0.4720
37 C -0.2801 5.4366 -3.5093
38 C 0.7895 4.9570 -2.8672
39 C 0.6549 4.2403 -1.5837
40 O 1.6335 3.8027 -0.9943
41 C -0.7069 4.0728 -1.0384
42 C -1.7765 4.5524 -1.6805
43 C -1.6418 5.2691 -2.9640
44 O -2.6204 5.7066 -3.5534
45 H -0.1988 5.9652 -4.4512
46 H 1.7949 5.0710 -3.2545
47 H -0.7881 3.5441 -0.0965
48 H -2.7818 4.4383 -1.2931
49 C 2.4520 -7.6065 4.4658
50 C 2.0279 -8.6282 3.7157
51 C 0.8245 -8.5092 2.8690
52 O 0.4346 -9.4445 2.1837
53 C 0.1093 -7.2177 2.8820
54 C 0.5333 -6.1960 3.6321
55 C 1.7367 -6.3149 4.4788
56 O 2.1267 -5.3796 5.1641
57 H 3.3322 -7.6772 5.0930
58 H 2.5420 -9.5816 3.6947
59 H -0.7710 -7.1469 2.2548
60 H 0.0193 -5.2425 3.6531
61 C -1.2905 1.5950 -6.8817
62 C -0.2407 2.2382 -6.3618
63 C 0.0979 3.6136 -6.7777
64 O 1.0598 4.2024 -6.3038
65 C -0.7691 4.2508 -7.7887
66 C -1.8190 3.6075 -8.3086
67 C -2.1576 2.2322 -7.8926
68 O -3.1195 1.6434 -8.3665
69 H -1.5523 0.5858 -6.5882
70 H 0.4045 1.7848 -5.6188
71 H -0.5074 5.2600 -8.0822
72 H -2.4642 4.0610 -9.0515

- expectation value of S² = 0.754
- E_HOMO (spin up / spin down) (eV) = -9.4134 / -9.8082
- 2S+1 = 2
- E (hartree) = -1835.89296
- molar mass (g mol⁻¹) = 537.59
- relative energy (zero: lowest compared OMol25 entry of this formula, charge and spin) (kJ/mol) = 576.20
- HOMO-LUMO gap (spin up / spin down) (hartree) = 0.2835 / 0.2981
- total charge = 0